Entry 1:
Density functional theory data (ωB97M-V with the def2-TZVPD basis set) for an isolated molecule of C21H26N4O3 in a non-equilibrium geometry.

Values from the calculation:
- Molecular weight: 382.5 g mol⁻¹
- HOMO energy: -7.915 eV
- SMILES: CCCCCCOC(=O)[C@H](C#N)c1nc2ccccc2nc1N1CCOCC1
- ΔE to the lowest compared entry with this formula, charge and spin: 23.481 eV
- Total charge: 0
- HOMO-LUMO gap: 6.4523 eV

```
54
C21H26N4O3 ωB97M-V with the def2-TZVPD basis set
C -3.136 1.210 0.011
C -1.916 1.760 0.416
C -1.247 2.451 -0.864
C 0.091 3.163 -0.338
C 0.698 3.905 -1.358
C 1.336 3.001 -2.538
H 2.116 3.528 -3.183
H 0.308 2.603 -3.211
O 1.942 1.906 -2.134
C 1.449 0.613 -2.096
O 0.507 0.415 -2.912
C 2.216 -0.229 -1.411
C 2.507 -1.529 -1.858
N 3.054 -2.475 -2.684
C 1.377 -0.540 -0.013
N 1.776 0.464 0.891
C 1.153 0.268 2.254
C 1.301 1.396 3.061
C 0.706 1.096 4.161
C 0.340 -0.017 4.652
C 0.027 -1.024 3.800
C 0.734 -0.836 2.411
N 0.461 -1.929 1.489
C 0.955 -1.715 0.315
N 0.354 -2.768 -0.731
C 0.137 -4.146 0.029
H 0.491 -4.848 -0.434
C -1.382 -4.192 -0.013
O -1.855 -3.890 -1.061
C -1.534 -2.757 -1.608
H -1.986 -1.908 -1.131
C -0.193 -2.547 -1.812
H 0.319 -3.406 -2.529
H 0.118 -1.587 -2.110
H -2.082 -2.611 -2.568
H -1.666 -3.448 0.669
H -1.853 -5.147 0.454
H 0.867 -4.200 1.060
H -0.298 -2.011 4.063
H -0.007 -0.039 5.583
H 0.962 1.912 5.088
H 1.920 2.402 2.626
H 3.246 0.276 -0.969
H 1.788 4.421 -0.959
H 0.210 4.794 -2.027
H 0.723 2.279 0.118
H -0.027 3.868 0.539
H -1.872 3.270 -1.001
H -1.166 1.861 -1.680
H -1.989 2.753 1.145
H -1.266 1.120 0.743
H -3.955 2.007 -0.413
H -3.779 0.582 0.770
H -2.979 0.474 -0.702
```

natural (NBO) population analysis, charges in e, atoms 1 to 5: -0.599, -0.374, -0.391, -0.458, -0.410

***

Entry 2:
Density functional theory data (ωB97M-V with the def2-TZVPD basis set) for a structure of composition C21H26N4OPtS2 in a non-equilibrium geometry.

Values from the calculation:
- Molecular weight: 609.7 g mol⁻¹
- HOMO energy (alpha / beta): -17.778 / -20.297 eV
- ΔE to the lowest compared entry with this formula, charge and spin: 2.615 eV
- Total charge: +4
- Spin multiplicity: 5
- HOMO-LUMO gap (alpha / beta): 5.9174 / 4.6154 eV

```
55
C21H26N4OPtS2 ωB97M-V with the def2-TZVPD basis set
Pt -1.341 1.071 0.255
N -3.267 1.218 -0.757
C -4.040 1.710 0.391
C -3.419 2.978 0.972
N -1.955 2.814 1.016
H -3.271 1.854 -1.581
H -3.561 0.242 -0.933
H -4.148 0.914 1.139
H -5.089 1.944 0.038
H -3.778 3.223 1.984
H -3.714 3.907 0.393
H -1.598 3.038 1.933
H -1.484 3.460 0.404
O -0.141 -0.328 -0.607
S -0.031 -0.769 -2.112
C 1.747 -1.204 -2.367
C 2.394 -1.985 -1.389
C 3.453 -2.823 -1.704
C 4.012 -2.725 -2.976
C 3.410 -1.953 -3.929
C 2.342 -1.119 -3.650
C -0.155 0.733 -2.992
C -1.361 0.966 -3.598
C -1.501 2.068 -4.401
C -0.441 2.965 -4.592
C 0.764 2.648 -3.962
C 0.903 1.588 -3.056
H 2.023 -1.937 -0.354
H 3.787 -3.511 -0.922
H 4.910 -3.234 -3.282
H 3.833 -1.932 -4.954
H 1.857 -0.582 -4.480
H -2.265 0.322 -3.504
H -2.451 2.282 -4.884
H -0.526 3.817 -5.279
H 1.676 3.243 -4.145
H 1.859 1.429 -2.537
N 1.075 -0.984 1.519
C 1.070 0.128 2.219
S 0.470 1.628 1.659
N 1.506 0.079 3.486
C 0.947 -0.993 4.328
C -0.414 -1.185 4.248
C -1.003 -2.382 4.726
C -0.220 -3.219 5.534
C 1.124 -2.972 5.683
C 1.753 -1.966 4.985
H 0.706 -0.907 0.532
H 1.340 -1.875 1.865
H 1.451 1.000 3.929
H -1.072 -0.438 3.877
H -2.038 -2.609 4.486
H -0.689 -4.085 6.019
H 1.753 -3.668 6.269
H 2.810 -1.884 5.059
```

natural (NBO) population analysis, charges in e, atoms 1 to 5: 1.002, -0.883, -0.279, -0.278, -0.815